No. 1
An isolated molecule of C4H9OPS in a non-equilibrium geometry, computed with ωB97M-V/def2-TZVPD.

Calculated values
F_max (eV/A): 3.078
Relative energy (zero: lowest compared OMol25 entry of this formula, charge and spin) (kJ/mol): 119.37
Orbital gap (alpha / beta) (eV): 8.6 / 8.1

The geometry in ORCA input format:
```
! RIJCOSX wB97M-V def2-TZVPD def2/J DEFGRID3
* xyz 0 3
C -1.13 0.12 -0.24
C -0.53 -1.11 0.41
C -0.80 1.37 0.59
C 0.81 -1.42 -0.20
O 3.33 -0.22 -0.59
P 0.55 2.37 -0.14
S 2.29 -0.38 0.43
H -0.65 0.33 -1.17
H -2.21 -0.02 -0.44
H -0.42 -0.97 1.51
H -1.19 -1.99 0.27
H -1.75 2.02 0.66
H -0.38 1.13 1.55
H 1.09 -2.33 0.17
H 0.92 -1.34 -1.24
H 0.07 2.46 -1.56
*
```

Results of the Mulliken charge analysis, in e, for atoms 1 through 6: atom 1 (C): -0.48, atom 2 (C): -0.52, atom 3 (C): -0.80, atom 4 (C): -0.96, atom 5 (O): -0.42, atom 6 (P): -0.09



No. 2
An isolated molecule of C6H9F6N, computed with ωB97M-V/def2-TZVPD.

Calculated values
F_max (eV/A): 0.425
Structure (SMILES): CN(C)C(F)(F)[C@@](C)(F)C(F)(F)F
Orbital gap (eV): 10.7

The geometry in ORCA input format:
```
! RIJCOSX wB97M-V def2-TZVPD def2/J DEFGRID3
* xyz 0 1
C 1.05 0.04 2.18
C 0.32 0.27 -1.93
C -1.38 -0.33 -0.33
C 0.87 -1.30 1.48
C 0.88 -1.13 -0.07
C 1.98 -2.28 1.94
N 0.05 -0.10 -0.54
F -0.31 -1.90 1.87
F 2.17 -0.86 -0.41
F 0.63 -2.35 -0.67
F 1.84 -2.53 3.25
F 3.20 -1.76 1.79
F 1.97 -3.45 1.31
H 0.98 -0.11 3.26
H 0.27 0.72 1.85
H 2.02 0.45 1.93
H 1.37 0.51 -2.04
H 0.05 -0.53 -2.62
H -0.27 1.15 -2.15
H -1.60 -0.48 0.72
H -1.91 0.56 -0.66
H -1.74 -1.19 -0.90
*
```

Results of the Mulliken charge analysis, in e, for atoms 1 through 6: atom 1 (C): -1.66, atom 2 (C): -1.07, atom 3 (C): -1.09, atom 4 (C): 0.90, atom 5 (C): 0.87, atom 6 (C): 0.61